[1]
{
  "formula": "C3H8N2O2",
  "method": "ωB97M-V/def2-TZVPD",
  "e_above_lowest_kj_mol": 600.4,
  "gap_ha": 0.374,
  "e_homo_ev": -9.7,
  "spin_multiplicity": 1,
  "charge": 0,
  "elements": ["O", "N", "H", "C", "H", "N", "C", "H", "O", "H", "H", "H", "H", "C", "H"],
  "coordinates": [[0.98, 1.58, 0.51], [-1.19, 1.25, -0.74], [0.69, -1.84, -0.24], [0.39, 0.24, 0.58], [-2.80, -0.50, -0.20], [-1.75, -1.01, -0.12], [-0.99, 0.26, -0.05], [2.41, 0.53, -0.66], [1.85, -0.31, -1.15], [0.56, 1.93, -0.63], [-2.11, 1.22, -1.23], [2.10, -1.23, 1.15], [0.42, 0.45, 1.72], [1.32, -1.05, 0.10], [-1.88, -1.51, 0.94]],
  "nbo_charge": [-0.759, -0.676, 0.207, -0.012, 0.365, -0.832, 0.417, 0.490, -0.745, 0.493, 0.350, 0.188, 0.225, -0.094, 0.383]
}

---

[2]
{
  "formula": "C36H61BCoN7O7P2",
  "method": "ωB97M-V/def2-TZVPD",
  "gap_ha": [0.226, 0.322],
  "e_homo_ev": [-5.9, -8.6],
  "spin_multiplicity": 5,
  "charge": 0,
  "elements": ["N", "C", "H", "P", "C", "O", "H", "H", "C", "Co", "H", "C", "H", "H", "C", "C", "C", "C", "H", "H", "C", "P", "H", "H", "H", "H", "C", "H", "C", "N", "H", "C", "H", "H", "H", "H", "C", "C", "H", "H", "C", "H", "H", "H", "C", "C", "H", "H", "H", "N", "O", "H", "N", "C", "C", "N", "H", "H", "C", "H", "H", "H", "H", "H", "C", "H", "H", "O", "H", "H", "C", "O", "C", "C", "H", "N", "H", "H", "C", "H", "H", "H", "C", "C", "C", "C", "H", "H", "C", "H", "C", "H", "O", "C", "C", "H", "C", "H", "H", "B", "H", "H", "H", "O", "H", "N", "H", "H", "O", "H", "C", "H", "H", "C", "H"],
  "coordinates": [[-1.86, 1.74, 0.62], [0.94, 3.26, -3.42], [-3.20, 2.32, 2.87], [0.93, -2.66, -2.46], [3.37, 0.05, 0.33], [-0.34, -1.92, 0.38], [-0.06, -0.77, 1.69], [-1.09, 3.05, 2.27], [-3.33, 1.80, 3.81], [0.33, -0.16, -0.59], [-2.29, 0.89, -3.69], [-0.97, 0.93, 3.97], [2.79, 5.91, 1.38], [-4.46, 3.41, 1.24], [2.63, 0.59, 2.95], [3.32, 2.68, -2.87], [-3.44, 1.59, -0.91], [-0.44, -0.18, 4.60], [-2.01, -1.40, -1.69], [-4.47, -0.17, -3.02], [-2.03, 1.77, 4.62], [-0.27, -3.39, -0.02], [2.38, 4.61, 3.97], [2.49, -3.59, 3.37], [-0.78, 0.27, -3.01], [3.31, -2.13, -1.95], [1.26, 3.60, 0.89], [0.39, -4.19, 4.58], [-2.56, 0.52, -1.03], [0.46, 2.51, 0.78], [-1.75, -0.76, -4.07], [1.02, -2.20, 4.03], [-1.25, -3.58, -1.90], [-0.11, 3.00, -3.25], [4.77, 0.13, -1.28], [0.32, 4.54, 2.53], [-2.76, 4.72, 1.23], [1.71, 0.15, 2.01], [4.68, 1.15, 3.26], [-0.43, -3.54, 3.16], [-3.64, 3.66, 0.55], [-0.86, -2.96, 4.79], [1.16, 3.08, -4.48], [2.34, 0.72, 3.98], [-1.80, 0.00, -3.30], [-4.26, 4.31, -0.70], [3.51, 3.75, -2.84], [-4.56, -1.17, -1.56], [1.51, -2.09, 5.01], [3.99, -1.83, -1.22], [-0.22, -3.10, -3.27], [5.49, -3.21, -1.76], [0.35, -0.16, 2.46], [1.97, 3.73, -0.29], [4.32, 0.49, 1.26], [0.64, 1.96, -0.44], [-2.25, 1.26, 5.57], [-1.28, 3.76, 4.11], [1.85, 2.41, -2.53], [5.35, 0.61, 0.96], [3.98, 2.19, -2.16], [-4.10, 2.30, 4.39], [1.62, -2.83, 2.05], [1.61, 1.35, -2.72], [2.02, -0.08, 0.67], [1.08, 4.32, -3.21], [2.61, -2.47, 0.23], [-1.49, -3.75, -0.97], [4.29, -2.31, 0.80], [3.80, -3.68, -0.24], [3.81, -0.34, -1.05], [1.03, -3.47, -1.08], [3.66, -2.62, -0.03], [1.54, 2.69, -1.10], [2.18, -3.95, -3.63], [-0.48, 1.00, 2.68], [-0.70, 3.15, 5.65], [-1.77, 4.75, 0.78], [2.08, -2.65, 3.02], [-2.36, 3.72, 5.50], [3.24, 3.71, 2.72], [2.70, 4.48, -0.53], [-3.98, -0.96, -2.46], [1.32, 4.49, 2.09], [-2.96, 2.37, 0.14], [-2.55, -0.54, -2.08], [5.57, -1.67, -2.62], [1.65, 6.57, 2.55], [3.95, 0.78, 2.56], [-2.66, 4.53, 2.30], [1.75, 5.90, 1.70], [-5.02, 3.68, -1.14], [1.20, -1.19, -2.20], [-0.04, -3.29, 4.15], [-1.56, 3.19, 4.99], [-3.96, -1.86, -3.07], [0.37, -0.88, 3.74], [3.06, -0.02, -1.76], [2.88, -1.93, 2.92], [-0.76, 2.12, 1.65], [3.55, 2.32, -3.87], [-0.62, -0.46, 5.62], [-4.30, 1.76, -1.51], [2.35, -3.16, -3.13], [-3.66, 0.78, 3.61], [-1.61, 0.63, -0.11], [6.05, -1.76, -0.91], [-3.22, 5.70, 1.12], [-0.04, -4.35, 1.05], [-3.48, 4.50, -1.44], [2.26, 3.91, 3.15], [1.86, 2.97, 3.54], [-4.73, 5.26, -0.43], [5.35, -2.14, -1.66], [1.13, 6.28, 0.89]],
  "lowdin_spin": [0.005, 0.000, 0.000, 0.004, 0.011, 0.041, 0.017, 0.000, 0.013, 2.710, 0.000, 0.261, 0.000, 0.000, 0.008, 0.000, 0.001, 0.033, 0.001, 0.000, 0.035, 0.005, 0.000, 0.000, 0.002, 0.000, 0.003, 0.002, 0.007, 0.005, 0.000, 0.039, 0.000, 0.000, 0.000, 0.000, 0.000, 0.032, 0.000, 0.000, 0.000, 0.000, 0.000, 0.003, 0.003, 0.000, 0.000, 0.000, 0.010, 0.000, 0.001, 0.000, 0.042, 0.003, 0.002, 0.043, 0.001, 0.000, 0.001, 0.001, 0.000, 0.002, 0.000, 0.001, 0.060, 0.000, 0.001, 0.001, 0.000, 0.000, 0.002, -0.001, 0.001, 0.007, 0.000, 0.128, 0.001, 0.000, 0.001, 0.002, 0.000, 0.000, 0.000, 0.001, 0.003, 0.002, 0.000, 0.000, -0.001, 0.000, 0.000, 0.000, 0.033, 0.022, 0.018, 0.000, 0.317, 0.000, 0.000, 0.011, 0.000, -0.003, 0.000, 0.001, 0.001, 0.035, 0.000, 0.000, 0.003, 0.000, 0.000, 0.000, 0.000, 0.000, 0.000]
}

---

[3]
{
  "formula": "C36H46F3NbO3PS",
  "method": "ωB97M-V/def2-TZVPD",
  "gap_ha": 0.229,
  "e_homo_ev": -4.7,
  "spin_multiplicity": 1,
  "charge": -1,
  "elements": ["C", "H", "C", "H", "C", "H", "C", "C", "H", "H", "H", "H", "C", "H", "H", "C", "C", "H", "C", "H", "C", "C", "F", "C", "H", "C", "H", "H", "H", "C", "S", "Nb", "H", "H", "C", "H", "C", "H", "H", "C", "C", "H", "H", "H", "F", "H", "C", "H", "C", "O", "C", "P", "H", "H", "C", "H", "C", "C", "H", "H", "H", "H", "H", "C", "C", "C", "C", "H", "C", "C", "H", "H", "H", "H", "H", "C", "C", "H", "H", "C", "H", "O", "C", "H", "H", "H", "C", "H", "F", "O", "C"],
  "coordinates": [[-7.39, 1.91, -5.52], [-4.49, -4.07, 5.98], [-0.24, -2.25, 3.31], [-8.21, 2.52, -5.87], [-7.56, 1.06, -4.43], [2.34, -0.26, -4.43], [-2.35, -0.11, -1.44], [-5.27, 0.35, -4.61], [-4.45, -0.25, -4.25], [6.70, -4.03, -6.15], [3.99, -0.18, 0.66], [-2.26, -1.18, 0.46], [6.64, -3.83, -8.29], [-0.34, 1.65, -0.41], [1.75, 1.49, -2.80], [6.18, -3.61, -7.00], [-6.15, 1.98, -6.15], [2.71, 2.68, 10.38], [-0.55, 2.81, 9.49], [-1.48, 3.30, 9.75], [2.03, 3.22, 0.89], [3.21, 2.88, -3.54], [0.39, -1.98, 4.40], [4.82, -2.52, -9.16], [5.34, 2.29, -6.10], [-1.60, -0.92, -0.36], [4.29, -2.10, -10.01], [-1.25, -1.83, -0.84], [-2.28, -1.53, -2.73], [4.55, 2.12, -5.38], [0.81, -1.97, 1.76], [0.26, 0.15, 0.41], [2.90, 3.84, 1.10], [-1.61, 0.51, -1.93], [1.81, 1.52, 8.81], [4.74, 1.37, 0.84], [1.80, 2.45, 9.84], [2.95, 3.66, -2.83], [4.14, 0.14, -6.08], [2.54, 1.67, -3.53], [-2.17, -1.76, 6.84], [1.13, -0.42, -1.10], [3.86, 0.98, -0.63], [-0.64, 0.80, 1.90], [-0.60, -3.50, 3.36], [-2.92, 1.69, -0.45], [-2.72, -1.31, 8.03], [1.68, 3.40, -0.10], [5.96, -3.28, -9.37], [0.53, -3.09, 0.90], [-3.99, -3.29, 6.55], [2.31, 1.42, 1.24], [7.53, -4.42, -8.45], [6.33, -3.45, -10.38], [3.88, 0.91, -5.37], [0.60, 3.82, 10.98], [-0.54, 1.88, 8.45], [-2.80, -2.75, 6.10], [-1.45, 1.66, 7.91], [-8.53, 1.00, -3.94], [4.74, 4.06, -4.48], [-2.37, -3.08, 5.17], [2.73, 1.02, 8.55], [5.04, -2.84, -6.79], [2.87, 0.68, -4.44], [-3.38, 0.78, -0.81], [0.61, 3.09, 10.18], [-4.13, 1.26, -6.18], [-3.92, -1.85, 8.48], [-5.10, 1.20, -5.69], [0.66, 0.52, 7.31], [3.47, -1.70, -7.71], [-3.85, 0.26, 0.01], [-5.49, -3.27, 8.10], [-4.36, -1.50, 9.40], [-6.51, 0.28, -3.98], [4.36, -2.30, -7.87], [1.25, 3.54, 1.56], [-6.65, -0.39, -3.14], [0.65, 1.24, 8.11], [-6.01, 2.64, -6.99], [-2.99, -0.98, -2.39], [-4.56, -2.84, 7.74], [-4.12, 1.07, -1.55], [4.68, -2.67, -5.78], [-2.22, -0.55, 8.60], [4.22, 3.11, -4.47], [-1.23, -1.34, 6.49], [-1.34, -1.55, 3.29], [2.20, -1.98, 2.17], [3.87, 0.87, 0.44]],
  "lowdin_charge": [-0.112, 0.100, -0.825, 0.094, -0.105, 0.101, -0.568, -0.085, 0.085, 0.101, 0.006, 0.032, -0.102, -0.089, 0.074, -0.095, -0.109, 0.097, -0.099, 0.098, -0.411, -0.095, 0.145, -0.099, 0.096, -0.343, 0.099, 0.029, 0.082, -0.106, 0.461, 1.024, 0.013, 0.072, -0.093, 0.013, -0.103, 0.097, 0.077, -0.094, -0.079, -0.115, 0.005, -0.117, 0.129, 0.058, -0.096, -0.013, -0.104, -0.415, -0.092, 0.630, 0.097, 0.097, -0.099, 0.096, -0.101, -0.077, 0.097, 0.095, 0.095, 0.087, 0.101, -0.094, -0.087, -0.073, -0.106, 0.099, -0.104, -0.094, 0.101, 0.098, 0.071, 0.095, 0.096, -0.090, -0.103, 0.004, 0.104, -0.085, 0.094, -0.080, -0.107, 0.064, 0.104, 0.083, -0.106, 0.091, 0.109, -0.434, -0.390]
}

---

[4]
{
  "formula": "H56O28",
  "method": "ωB97M-V/def2-TZVPD",
  "e_above_lowest_kj_mol": 6.3,
  "gap_ha": 0.391,
  "e_homo_ev": -10.7,
  "spin_multiplicity": 1,
  "charge": 0,
  "elements": ["H", "H", "O", "O", "H", "H", "H", "H", "H", "H", "H", "H", "H", "O", "H", "O", "H", "O", "O", "O", "H", "H", "O", "H", "O", "O", "O", "H", "H", "O", "O", "H", "H", "O", "O", "H", "O", "O", "H", "H", "H", "H", "H", "H", "H", "O", "O", "H", "H", "H", "H", "O", "H", "O", "H", "H", "H", "H", "H", "O", "O", "O", "O", "H", "H", "H", "O", "H", "H", "H", "H", "H", "O", "H", "H", "H", "H", "H", "H", "H", "H", "H", "H", "O"],
  "coordinates": [[-0.21, -2.30, -4.76], [1.58, 3.38, -2.89], [2.21, -3.77, -1.11], [-1.71, 3.66, 3.53], [-5.04, -1.23, -1.61], [-1.25, 2.85, -1.54], [-1.31, -3.23, -1.39], [-4.28, -0.29, -0.54], [2.21, -3.36, -2.00], [-4.97, -1.81, 2.93], [-5.74, -0.77, 3.72], [-1.62, -0.39, -6.22], [5.15, -0.71, -1.49], [3.08, -1.14, 1.05], [-0.82, -0.16, -4.92], [-2.13, 0.41, -2.93], [2.31, 3.98, 2.04], [2.97, 1.92, -0.04], [-3.62, -3.27, 2.52], [0.22, -3.12, -4.64], [1.06, 1.63, 3.80], [2.81, 2.59, 2.40], [-1.20, -2.32, 1.61], [-1.67, -1.75, 0.95], [0.52, -0.63, -2.36], [5.03, -0.01, -0.80], [-0.11, -4.04, 0.03], [-1.41, -0.01, -2.56], [2.24, -0.96, 0.66], [2.75, -1.95, -3.40], [-4.17, -0.93, -1.28], [-1.20, 4.31, 4.04], [5.69, -1.72, -4.06], [-0.35, -0.93, 3.84], [-2.26, 3.42, 1.05], [-3.60, -3.58, 1.64], [2.74, 3.45, 2.69], [-0.79, -0.61, -5.77], [-0.16, 4.11, 1.42], [2.49, -2.34, -4.23], [0.58, -0.75, 4.02], [-0.63, -2.87, 0.98], [-1.57, 0.46, 2.78], [-1.33, 3.85, -0.50], [-1.02, 2.95, 3.49], [1.88, 3.71, -2.02], [-4.44, 0.52, 0.99], [0.77, -4.02, -0.44], [1.99, -1.35, -3.13], [1.10, 3.08, 3.64], [0.98, 3.91, -1.66], [0.49, 2.40, 3.87], [-2.85, -0.18, -2.69], [-0.83, 3.65, -1.29], [2.69, -3.22, -0.46], [-0.24, -1.24, -2.14], [3.85, -1.00, 0.48], [0.65, -0.07, -1.58], [-2.78, -2.78, 2.59], [-1.57, -2.42, -1.84], [0.65, 0.49, 0.11], [2.45, -0.10, 3.62], [-5.08, -0.87, 3.07], [3.17, -0.31, 4.21], [-0.47, -3.82, -4.58], [4.51, -2.21, -3.29], [-1.54, 0.85, 1.88], [0.12, 0.53, 0.93], [3.55, 1.25, -0.44], [-2.50, -2.33, -1.62], [2.74, -0.59, 2.80], [5.80, 0.18, -0.32], [5.39, -1.89, -3.14], [-1.91, 2.55, 1.25], [-2.37, 3.82, 1.93], [2.62, 2.45, -0.77], [-4.79, 0.04, 1.76], [-0.43, -1.34, 2.99], [-0.10, -4.74, 0.68], [0.27, 5.30, 0.59], [-4.87, 1.38, 0.91], [1.45, 1.06, 0.17], [-2.38, 0.57, 1.51], [0.57, 4.71, 1.32]],
  "lowdin_charge": [-0.035, 0.060, -0.039, -0.084, 0.069, 0.027, 0.036, 0.008, 0.049, 0.034, 0.047, 0.058, 0.054, -0.039, 0.015, -0.015, 0.000, -0.049, -0.041, -0.048, 0.027, -0.023, -0.099, 0.067, -0.077, -0.036, -0.065, -0.064, 0.011, -0.080, -0.074, 0.058, 0.072, -0.058, -0.083, 0.019, -0.007, -0.050, -0.003, 0.043, 0.007, 0.021, 0.066, -0.005, 0.007, -0.079, -0.053, 0.026, 0.043, 0.007, 0.015, -0.032, 0.004, -0.040, 0.066, 0.024, 0.028, 0.014, 0.022, -0.034, -0.072, -0.060, -0.008, 0.059, 0.064, -0.023, -0.051, 0.032, 0.027, 0.016, 0.035, 0.043, -0.072, 0.000, 0.023, 0.012, -0.003, -0.030, 0.076, 0.078, 0.075, 0.010, 0.025, -0.043]
}

---

no.,total energy (eV)
1,-10310.7291
2,-119975.4078
3,-74042.6647
4,-58244.4740